{
  "formula": "C6H10N",
  "method": "the ωB97M-V functional and the def2-TZVPD basis",
  "s_squared": 2.008,
  "multiplicity": 3,
  "charge": 1,
  "relative_energy_kj_mol": 586.6,
  "gap_ev": [6.75, 7.19],
  "symbols": ["C", "C", "C", "C", "C", "C", "N", "H", "H", "H", "H", "H", "H", "H", "H", "H", "H"],
  "positions_angstrom": [[0.10450, -0.48718, -0.96231], [0.04209, -0.43755, -2.27081], [-0.97350, -0.19662, 0.06035], [1.04994, -1.10470, -0.07059], [0.41547, -1.12028, 1.28354], [-1.29211, 1.22552, 0.47618], [1.46885, -0.15102, 1.08337], [0.92624, -0.79551, -2.74698], [-0.71554, 0.08382, -2.70146], [-1.83724, -0.74239, 0.16358], [1.73082, -1.78681, -0.36468], [0.45608, -1.76233, 2.17150], [-1.89900, 1.77515, -0.33233], [-0.54203, 1.84540, 0.74340], [-2.05599, 1.47356, 1.25520], [2.41559, -0.11337, 1.50288], [1.29250, 0.83376, 0.94356]],
  "atomic_forces_ev_per_a": [[-0.382, -0.925, 11.694], [1.432, -0.696, -7.721], [3.148, 1.302, 2.822], [-1.961, 0.722, 0.117], [-2.565, 1.953, -1.712], [-4.266, 0.092, -1.437], [2.066, 1.649, 0.643], [0.002, -0.102, -1.138], [-1.666, 1.378, -1.775], [-1.856, -1.989, -0.267], [2.779, -1.816, -0.875], [-0.140, 0.085, -0.736], [1.308, -0.879, 0.280], [3.029, 1.835, 0.377], [0.522, -1.541, 0.011], [-0.519, -1.326, -0.039], [-0.929, 0.257, -0.242]]
}


{
  "formula": "C7H14N2PS",
  "method": "the ωB97M-V functional and the def2-TZVPD basis",
  "charge": 1,
  "relative_energy_kj_mol": 121.8,
  "gap_ev": [6.87, 7.64],
  "symbols": ["C", "C", "C", "C", "C", "C", "C", "N", "N", "P", "S", "H", "H", "H", "H", "H", "H", "H", "H", "H", "H", "H", "H", "H", "H"],
  "positions_angstrom": [[-1.68655, 0.78380, 0.29465], [0.60720, 1.43159, 0.65176], [-2.04583, -1.68937, 0.31170], [-0.33934, -0.66081, -1.12200], [2.10715, -0.98308, 0.88724], [-0.63499, 0.97820, 1.40300], [2.11928, 0.78340, -1.70803], [-1.61068, -0.50681, -0.39843], [-1.52331, -1.64264, 1.59629], [1.22848, -0.04693, -0.26587], [-0.34735, -0.73237, 2.03443], [-2.79622, 0.79157, 0.47351], [-1.58728, 1.41182, -0.54921], [0.14401, 2.31858, 0.11181], [1.32690, 1.79561, 1.48832], [-3.07851, -1.63985, 0.36751], [-1.71565, -2.47971, -0.30962], [-0.01869, -1.63031, -1.68608], [-0.53857, 0.01237, -1.95888], [3.06761, -0.61248, 1.08227], [1.71620, -2.00621, 1.01674], [-0.93287, 1.57417, 2.16056], [2.41886, 1.77157, -1.33291], [1.38573, 1.05284, -2.46815], [2.73444, -0.07495, -2.08062]],
  "atomic_forces_ev_per_a": [[-2.642, -2.050, -0.458], [-0.063, 1.837, 2.144], [1.123, 3.076, -0.881], [0.277, -0.527, -0.647], [-2.813, -1.251, -1.122], [0.253, -3.215, -4.163], [-0.916, -1.544, 0.991], [1.339, -1.188, -1.395], [1.530, -1.703, 1.977], [-0.951, 2.827, -1.947], [-0.296, 0.276, 1.957], [1.092, 0.595, 0.995], [0.436, 1.682, -0.408], [1.612, -0.883, -0.023], [-0.558, -0.532, -1.888], [-2.301, -0.381, 0.153], [0.155, -1.517, -0.049], [-1.280, 1.097, 1.478], [1.036, 0.387, -0.063], [1.223, 0.140, 0.937], [1.068, 0.480, -0.066], [-0.833, 1.874, 2.627], [1.246, -0.739, -0.204], [-0.207, -0.416, 0.024], [0.472, 1.675, 0.030]]
}


{
  "formula": "C47H61BiBrF3N2O3P2S",
  "method": "the ωB97M-V functional and the def2-TZVPD basis",
  "charge": 0,
  "relative_energy_kj_mol": 20.8,
  "gap_ev": 7.77,
  "symbols": ["Bi", "C", "C", "C", "P", "C", "C", "C", "C", "C", "C", "C", "C", "C", "N", "C", "C", "C", "C", "C", "C", "P", "C", "C", "C", "C", "C", "C", "H", "H", "H", "H", "H", "H", "H", "H", "H", "H", "H", "H", "H", "H", "H", "H", "H", "H", "H", "H", "H", "H", "H", "H", "H", "H", "H", "H", "H", "H", "H", "H", "H", "H", "H", "H", "C", "C", "C", "C", "C", "C", "C", "Br", "C", "O", "C", "C", "C", "C", "C", "C", "H", "H", "H", "H", "H", "H", "H", "H", "H", "H", "H", "H", "H", "H", "H", "H", "H", "H", "H", "H", "F", "C", "F", "F", "C", "O", "O", "S", "C", "N", "C", "C", "C", "C", "C", "C", "H", "H", "H", "H", "H"],
  "positions_angstrom": [[0.31520, -0.12840, 0.23967], [-2.94553, 1.92515, 1.70044], [-1.72281, 2.83840, 1.58598], [-1.94190, 4.14331, 2.35142], [-0.21396, 1.86937, 1.99822], [1.25276, 2.96376, 2.21754], [1.36520, 3.69690, 3.55347], [1.36342, 3.92265, 1.02504], [-0.59383, 0.97671, 3.51459], [-0.94252, 1.64615, 4.69337], [-1.24643, 0.96607, 5.85598], [-1.20283, -0.42740, 5.83372], [-0.88293, -1.11704, 4.68378], [-0.58171, -0.44062, 3.47728], [-0.22974, -1.08755, 2.32137], [0.25762, -2.40643, 2.37384], [-0.60049, -3.49390, 2.55832], [-0.10395, -4.78565, 2.61767], [1.25769, -5.01275, 2.47000], [2.11437, -3.94431, 2.25345], [1.64152, -2.63097, 2.19201], [2.67057, -1.12348, 1.94147], [3.58613, -0.89823, 3.54156], [2.75710, -0.06394, 4.52313], [4.05061, -2.18544, 4.22068], [3.94822, -1.45684, 0.64198], [4.94316, -2.61035, 0.74651], [4.71751, -0.14385, 0.43234], [-3.79593, 2.41143, 1.21628], [-3.20269, 1.73372, 2.74400], [-2.79204, 0.96416, 1.20704], [-1.58892, 3.05784, 0.52893], [-2.07490, 3.98334, 3.42142], [-2.86476, 4.59780, 1.98128], [-1.14227, 4.86632, 2.20608], [2.07796, 2.24718, 2.14675], [0.55786, 4.41741, 3.69341], [2.30597, 4.25345, 3.56426], [1.37086, 3.01610, 4.40377], [0.56454, 4.66503, 1.03041], [1.34843, 3.39589, 0.07055], [2.31096, 4.46145, 1.09036], [-0.95936, 2.72700, 4.70599], [-1.50608, 1.50261, 6.75835], [-1.42812, -0.98604, 6.73515], [-0.85672, -2.19692, 4.70433], [-1.66213, -3.30321, 2.67224], [-0.77971, -5.61708, 2.77927], [1.65264, -6.01970, 2.51410], [3.16903, -4.14664, 2.15003], [4.45968, -0.31015, 3.24535], [1.87805, -0.61773, 4.86602], [2.40178, 0.86707, 4.07801], [3.35690, 0.18404, 5.40233], [3.19475, -2.77775, 4.54837], [4.63438, -1.93101, 5.10992], [4.67125, -2.81197, 3.58181], [3.32767, -1.63002, -0.24411], [5.62827, -2.47308, 1.58570], [5.54722, -2.62829, -0.16502], [4.47211, -3.58750, 0.82709], [5.40574, 0.03717, 1.26261], [4.05618, 0.71942, 0.32859], [5.31779, -0.21173, -0.47741], [-6.07183, 1.03855, -5.10088], [-5.70575, -0.08801, -4.13324], [-5.40337, -1.35022, -4.95224], [-6.91446, -0.35418, -3.22557], [-4.48355, 0.26366, -3.28334], [-4.05549, -0.60199, -2.29004], [-2.94121, -0.27668, -1.54507], [-2.42448, -1.52228, -0.19441], [-2.17024, 0.88605, -1.69718], [-1.15163, 1.19068, -0.90201], [-2.57523, 1.74027, -2.75542], [-3.71742, 1.41006, -3.48375], [-1.74661, 2.97963, -3.13317], [-1.64495, 3.96885, -1.96067], [-2.34746, 3.73384, -4.32433], [-0.32923, 2.54628, -3.52893], [-6.97274, 0.76272, -5.65341], [-5.27936, 1.22148, -5.83044], [-6.27505, 1.97340, -4.57251], [-6.25746, -1.61119, -5.58404], [-5.19071, -2.20252, -4.30285], [-4.53396, -1.19367, -5.59477], [-7.79910, -0.57556, -3.82891], [-7.13167, 0.51820, -2.60465], [-6.74325, -1.20486, -2.56238], [-4.57088, -1.53350, -2.09175], [-4.02081, 2.08202, -4.26920], [-2.61219, 4.11407, -1.47105], [-1.29951, 4.94021, -2.32561], [-0.92184, 3.61583, -1.22689], [-3.32742, 4.16262, -4.09487], [-2.44333, 3.09752, -5.20651], [-1.67856, 4.55720, -4.58312], [0.13029, 2.00622, -2.70634], [0.28247, 3.42387, -3.75920], [-0.34334, 1.89458, -4.40503], [3.12912, 3.03871, -2.50351], [3.05233, 1.74401, -2.82259], [2.74993, 1.65284, -4.11455], [4.28161, 1.20786, -2.65190], [2.04941, 0.97429, -1.93139], [1.45805, 0.01968, -2.42296], [1.96928, 1.40262, -0.74119], [1.15304, -5.79346, -1.10148], [0.54059, -4.21138, -0.74362], [1.21065, -3.20946, -1.19330], [2.31866, -3.66505, -1.91582], [3.23996, -2.85415, -2.58199], [4.29984, -3.45174, -3.23107], [4.45165, -4.84660, -3.24102], [3.53451, -5.66273, -2.61131], [2.46548, -5.05593, -1.95214], [-0.35927, -4.10678, -0.14669], [3.08647, -1.78365, -2.60511], [5.01772, -2.83280, -3.75413], [5.29281, -5.29072, -3.75803], [3.64064, -6.73967, -2.63053]],
  "atomic_forces_ev_per_a": [[0.056, 0.428, -0.168], [-0.023, -0.016, -0.006], [0.032, -0.045, -0.124], [-0.072, -0.010, -0.016], [-0.028, -0.140, 0.192], [-0.018, 0.052, -0.079], [0.026, 0.027, -0.037], [-0.003, 0.012, -0.011], [-0.042, 0.024, 0.041], [0.035, -0.013, -0.034], [0.013, -0.042, -0.049], [-0.006, -0.004, -0.016], [0.032, 0.077, -0.007], [0.221, -0.142, -0.133], [-0.152, 0.045, 0.170], [0.011, 0.117, 0.040], [0.006, -0.064, -0.001], [-0.031, 0.020, 0.008], [0.034, 0.033, -0.017], [-0.044, -0.004, 0.019], [-0.058, 0.010, 0.085], [-0.121, -0.089, -0.129], [-0.068, 0.020, 0.052], [-0.039, -0.031, -0.017], [0.031, 0.051, 0.067], [0.063, -0.017, 0.002], [0.019, 0.002, -0.022], [-0.009, 0.020, -0.023], [0.010, -0.019, 0.027], [0.020, 0.014, -0.003], [0.013, 0.041, 0.012], [-0.003, 0.080, -0.020], [-0.006, -0.041, 0.001], [0.027, 0.010, 0.009], [0.024, -0.014, 0.002], [0.043, -0.004, -0.007], [0.003, -0.016, -0.003], [-0.028, -0.007, 0.003], [-0.011, -0.020, -0.017], [0.003, -0.002, 0.018], [-0.004, 0.009, 0.077], [-0.004, -0.013, -0.010], [0.013, 0.023, -0.017], [0.005, -0.007, -0.014], [0.008, 0.005, -0.022], [0.005, -0.011, 0.005], [0.031, 0.011, -0.009], [0.005, 0.011, -0.006], [-0.003, 0.014, 0.000], [0.026, 0.019, 0.005], [0.039, 0.007, 0.002], [0.036, 0.023, -0.034], [0.031, -0.028, -0.011], [-0.004, -0.017, -0.011], [-0.003, 0.005, -0.015], [-0.003, -0.024, -0.022], [-0.007, 0.016, -0.037], [-0.029, 0.022, 0.010], [-0.024, -0.015, 0.017], [0.003, 0.001, 0.026], [-0.020, 0.019, -0.018], [-0.011, 0.005, -0.024], [0.020, -0.076, 0.029], [-0.007, -0.005, 0.014], [-0.018, 0.023, -0.011], [0.025, 0.026, 0.026], [0.012, -0.042, -0.017], [-0.020, 0.016, 0.029], [0.030, 0.014, -0.023], [0.021, 0.033, -0.075], [0.055, -0.040, 0.116], [-0.097, -0.146, 0.095], [0.052, 0.059, -0.033], [-0.062, -0.356, -0.007], [-0.027, 0.048, -0.092], [0.082, 0.012, 0.005], [-0.064, 0.011, -0.002], [0.034, 0.024, 0.022], [-0.035, 0.035, 0.017], [-0.033, 0.014, 0.059], [0.023, 0.007, 0.006], [-0.021, -0.012, 0.028], [-0.002, -0.033, -0.013], [0.025, 0.009, 0.029], [-0.003, 0.030, -0.025], [-0.028, -0.004, 0.012], [0.031, -0.003, 0.017], [0.000, -0.024, -0.024], [0.003, 0.041, -0.023], [0.014, 0.035, 0.011], [0.009, 0.024, -0.006], [0.017, 0.001, -0.022], [-0.006, -0.024, 0.006], [-0.048, -0.011, -0.008], [0.028, -0.039, 0.000], [0.020, 0.018, 0.017], [-0.024, -0.010, 0.000], [-0.113, 0.063, -0.122], [-0.033, -0.014, -0.009], [0.008, 0.001, 0.028], [0.028, 0.101, 0.005], [0.009, -0.084, 0.060], [0.005, 0.012, -0.106], [0.067, 0.016, -0.019], [-0.025, -0.126, -0.002], [0.161, -0.118, 0.072], [-0.103, -0.058, 0.249], [-0.056, -0.039, 0.039], [-0.013, 0.108, 0.022], [0.095, -0.118, -0.126], [-0.163, 0.092, 0.116], [-0.007, 0.030, -0.011], [-0.014, -0.018, -0.017], [-0.008, 0.043, 0.035], [0.012, 0.042, -0.005], [0.034, -0.058, -0.024], [0.093, 0.009, -0.068], [-0.009, 0.029, 0.020], [-0.001, -0.022, 0.001], [-0.014, 0.017, 0.004], [-0.007, 0.018, -0.003]]
}